{
  "formula": "C52H49FIrN6O2P",
  "method": "ωB97M-V/def2-TZVPD",
  "homo_ev": [-12.42, -12.42],
  "lumo_ha": [-0.1817, -0.2991],
  "homo_lumo_gap_ev": [7.475, 4.277],
  "total_charge": 2,
  "spin_multiplicity": 5,
  "elements": ["Ir", "C", "N", "C", "N", "C", "C", "C", "C", "C", "C", "C", "C", "C", "C", "C", "C", "C", "C", "P", "C", "N", "C", "C", "N", "C", "C", "C", "C", "C", "C", "C", "C", "C", "C", "C", "C", "C", "C", "N", "C", "C", "N", "C", "C", "C", "C", "C", "C", "C", "C", "C", "C", "C", "C", "C", "H", "H", "H", "H", "H", "H", "H", "H", "H", "H", "H", "H", "H", "H", "H", "H", "H", "H", "H", "H", "H", "H", "H", "H", "H", "H", "H", "H", "H", "H", "H", "H", "H", "H", "H", "H", "H", "H", "H", "C", "O", "C", "C", "O", "C", "H", "H", "H", "H", "H", "H", "H", "H", "H", "H", "F"],
  "coordinates": [[0.339180, 0.326032, -0.030333], [-0.405790, -2.841722, 4.325820], [0.239983, -2.465627, 3.071054], [-0.291219, -1.708837, 2.091087], [0.580031, -1.570835, 1.106660], [1.710221, -2.274829, 1.433439], [1.516994, -2.818588, 2.690569], [2.369660, -3.636247, 3.578613], [3.415070, -3.042915, 4.282200], [4.214237, -3.807495, 5.118539], [3.972455, -5.168373, 5.257371], [2.927706, -5.763174, 4.564086], [2.125660, -4.998513, 3.729002], [2.800142, -2.460783, 0.456509], [2.579279, -2.142042, -0.883340], [3.567229, -2.327755, -1.833764], [4.803133, -2.840441, -1.461647], [5.028070, -3.180379, -0.136753], [4.034250, -3.001515, 0.814687], [-2.050582, -1.298292, 1.936438], [-2.178323, -1.480786, 0.129539], [-1.352973, -0.970608, -0.774131], [-1.791867, -1.348206, -2.008374], [-2.922607, -2.120879, -1.850726], [-3.153935, -2.186652, -0.496012], [-4.263351, -2.896169, 0.137214], [-3.848156, -2.714653, -2.832296], [-4.092763, -4.084529, -2.852882], [-4.988992, -4.619892, -3.766587], [-5.642604, -3.789569, -4.665841], [-5.394188, -2.422783, -4.655806], [-4.502031, -1.886089, -3.741580], [-1.069276, -0.981394, -3.242613], [-1.139716, -1.785025, -4.378775], [-0.463321, -1.433072, -5.536718], [0.300107, -0.274915, -5.581987], [0.391006, 0.526456, -4.453070], [-0.291427, 0.174659, -3.299376], [-2.040574, 0.551643, 1.971140], [-1.721763, 1.300099, 0.960844], [-2.055765, 2.598884, 1.283762], [-2.536486, 2.604070, 2.640360], [-2.544650, 1.313174, 3.020218], [-2.972620, 0.797894, 4.321280], [-2.877891, 3.696229, 3.553298], [-4.158610, 3.814396, 4.090481], [-4.447956, 4.863321, 4.948805], [-3.459075, 5.778294, 5.286156], [-2.176619, 5.651709, 4.764648], [-1.884324, 4.618813, 3.890135], [-2.019985, 3.649902, 0.345455], [-2.453208, 4.971895, 0.656285], [-2.349531, 5.965847, -0.279974], [-1.842896, 5.679393, -1.554618], [-1.474729, 4.376569, -1.902678], [-1.571105, 3.372676, -0.977787], [-0.955706, -1.993152, 4.724836], [0.362131, -3.129284, 5.037392], [-1.083760, -3.680305, 4.177020], [3.604763, -1.981927, 4.170170], [5.025837, -3.341809, 5.661532], [4.599947, -5.764686, 5.905976], [2.740106, -6.823510, 4.667111], [1.319661, -5.465799, 3.175134], [1.608520, -1.775916, -1.203659], [3.367403, -2.087683, -2.870329], [5.577725, -2.989882, -2.201920], [5.982419, -3.592846, 0.162672], [4.233815, -3.287033, 1.836773], [-5.141982, -2.816638, -0.496835], [-4.475023, -2.445739, 1.102855], [-4.021077, -3.947602, 0.277555], [-3.560093, -4.741826, -2.175023], [-5.170325, -5.686190, -3.780074], [-6.341652, -4.207148, -5.377786], [-5.897929, -1.774080, -5.359787], [-4.302894, -0.821015, -3.734315], [-1.704173, -2.708431, -4.354937], [-0.525307, -2.075323, -6.404988], [0.818454, 0.002797, -6.489833], [0.989777, 1.428349, -4.473704], [-0.223562, 0.826637, -2.432083], [-2.845226, 1.578238, 5.065778], [-2.358721, -0.058192, 4.587596], [-4.017143, 0.495135, 4.286176], [-4.933109, 3.106356, 3.820417], [-5.445035, 4.965937, 5.354835], [-3.688684, 6.595079, 5.957003], [-1.406044, 6.360224, 5.036458], [-0.891152, 4.518656, 3.467900], [-2.881364, 5.197631, 1.620837], [-2.673331, 6.968254, -0.037281], [-1.761351, 6.472589, -2.286323], [-1.117112, 4.160220, -2.899812], [-1.317713, 2.359235, -1.244412], [1.117804, 2.042822, 3.053690], [1.542420, 0.785062, 2.560134], [2.952275, 0.712897, 2.349998], [3.405700, 1.389678, 1.082253], [2.919090, 0.666817, -0.034490], [3.370041, 1.233005, -1.258876], [1.692165, 2.330358, 3.939863], [0.069116, 1.937668, 3.339341], [1.197719, 2.821177, 2.290981], [3.198215, -0.348290, 2.303457], [3.482513, 1.160394, 3.197967], [4.501351, 1.408549, 1.060581], [3.038814, 2.420689, 1.030740], [4.457766, 1.160974, -1.332321], [3.060434, 2.278505, -1.332700], [2.920877, 0.660165, -2.068834], [0.730903, 2.277239, 0.007167]],
  "forces_ev_per_angstrom": [[-0.012, -0.377, 0.165], [0.019, -0.013, -0.061], [0.011, 0.049, 0.141], [-0.074, -0.137, -0.008], [0.295, 0.190, -0.099], [-0.019, -0.087, 0.016], [-0.028, -0.061, 0.014], [0.006, -0.018, -0.087], [0.000, 0.008, 0.050], [-0.014, -0.016, -0.001], [-0.006, 0.028, -0.003], [-0.006, 0.024, -0.013], [0.012, -0.041, -0.034], [0.018, -0.076, 0.015], [-0.150, -0.096, -0.101], [0.028, -0.035, 0.036], [-0.024, 0.010, -0.001], [0.017, 0.007, 0.004], [0.012, 0.098, 0.050], [-0.088, 0.034, -0.047], [-0.155, 0.007, 0.016], [0.291, 0.259, 0.084], [0.281, -0.021, -0.215], [-0.225, 0.014, 0.107], [0.039, -0.038, 0.014], [0.008, 0.032, -0.016], [-0.018, 0.031, 0.030], [0.049, -0.084, -0.032], [0.011, 0.007, 0.008], [0.015, 0.031, 0.006], [-0.001, -0.030, -0.002], [0.001, 0.039, -0.027], [-0.065, 0.056, 0.044], [0.034, -0.145, -0.014], [0.011, -0.003, 0.011], [-0.034, -0.006, 0.022], [0.029, -0.012, -0.008], [-0.024, 0.039, 0.094], [-0.166, -0.208, 0.098], [-0.200, 0.222, -0.104], [0.052, -0.127, 0.479], [0.163, -0.087, -0.176], [-0.081, -0.071, 0.012], [0.047, -0.003, -0.044], [0.001, 0.044, -0.059], [-0.028, -0.011, 0.024], [0.013, -0.002, 0.007], [0.019, -0.005, -0.013], [-0.016, -0.005, 0.009], [-0.023, 0.001, 0.007], [-0.027, 0.214, -0.182], [0.037, -0.064, -0.035], [0.008, -0.020, -0.038], [0.004, -0.024, -0.004], [-0.025, 0.103, -0.018], [-0.079, -0.033, 0.052], [0.000, 0.004, 0.002], [0.008, 0.009, 0.005], [0.001, -0.007, -0.015], [-0.006, 0.001, -0.004], [0.000, -0.007, -0.005], [-0.003, 0.000, -0.001], [0.004, 0.006, 0.005], [0.008, 0.007, -0.002], [0.047, -0.004, 0.022], [-0.008, 0.010, -0.001], [0.000, 0.003, 0.004], [-0.007, -0.009, -0.002], [-0.001, 0.019, 0.034], [0.008, 0.011, -0.014], [0.007, 0.010, 0.002], [0.019, -0.005, -0.013], [-0.023, 0.019, 0.020], [0.000, 0.003, -0.005], [0.004, 0.000, -0.002], [-0.001, -0.006, 0.001], [-0.011, -0.010, 0.012], [-0.020, 0.046, -0.007], [-0.009, 0.008, -0.003], [0.015, -0.020, 0.007], [-0.018, 0.001, 0.012], [-0.030, 0.053, -0.025], [0.008, 0.006, 0.012], [0.016, 0.005, -0.018], [-0.007, -0.003, -0.010], [0.011, 0.005, -0.011], [0.004, 0.007, -0.007], [0.003, -0.008, 0.008], [-0.009, 0.005, -0.002], [-0.008, 0.015, 0.001], [0.058, -0.030, -0.005], [0.009, 0.009, -0.032], [-0.001, 0.002, 0.003], [-0.017, 0.022, -0.006], [0.012, 0.037, 0.067], [-0.007, 0.074, -0.030], [0.061, -0.039, 0.057], [-0.005, 0.009, 0.015], [-0.058, 0.132, -0.029], [-0.013, -0.153, -0.063], [-0.050, -0.004, -0.057], [0.001, -0.023, 0.008], [0.043, -0.013, 0.011], [-0.008, -0.001, 0.004], [0.020, 0.044, 0.002], [-0.046, -0.015, 0.037], [-0.001, -0.026, -0.006], [0.046, 0.014, 0.016], [0.011, 0.003, 0.017], [-0.019, -0.002, 0.001], [0.010, -0.009, 0.017], [0.011, 0.206, -0.207]],
  "lowdin_charge": [1.3538, 0.0137, -0.0338, -0.4608, -0.0210, -0.1523, -0.0916, -0.2100, -0.0381, -0.0557, -0.0580, -0.0550, -0.0244, -0.1591, -0.0612, -0.0688, -0.0628, -0.0566, -0.0100, 1.1993, -0.4366, -0.0143, -0.1459, -0.0976, -0.0389, 0.0016, -0.2054, -0.0389, -0.0582, -0.0597, -0.0558, -0.0254, -0.1562, -0.0152, -0.0522, -0.0654, -0.0712, -0.0637, -0.3879, 0.0621, -0.1108, -0.0623, -0.0232, 0.0214, -0.2099, -0.0228, -0.0433, -0.0407, -0.0420, -0.0276, -0.0992, 0.0270, -0.0289, 0.0053, -0.0241, 0.0003, 0.0735, 0.1018, 0.1048, 0.1152, 0.1130, 0.1137, 0.1134, 0.1238, 0.0804, 0.1114, 0.1113, 0.1124, 0.1020, 0.1053, 0.0667, 0.1027, 0.1201, 0.1129, 0.1132, 0.1126, 0.1242, 0.1182, 0.1146, 0.1123, 0.1091, 0.0505, 0.1062, 0.0719, 0.1103, 0.1264, 0.1190, 0.1195, 0.1189, 0.1241, 0.1103, 0.1227, 0.1252, 0.1220, 0.0753, -0.0945, -0.2366, -0.1702, -0.1954, -0.2956, -0.0835, 0.1025, 0.0716, 0.0801, 0.1091, 0.1365, 0.1437, 0.1229, 0.1024, 0.0927, 0.0774, -0.4960]
}

***

{
  "formula": "C3H6N2O2",
  "method": "ωB97M-V/def2-TZVPD",
  "homo_ev": -8.67,
  "lumo_ha": 0.0159,
  "e_above_lowest_kj_mol": 707.7,
  "homo_lumo_gap_ev": 9.097,
  "total_charge": 0,
  "spin_multiplicity": 1,
  "elements": ["C", "C", "C", "N", "N", "O", "O", "H", "H", "H", "H", "H", "H"],
  "coordinates": [[0.861541, -1.823502, 0.738123], [-0.402215, -1.281806, 1.261190], [-0.496348, 1.559926, -1.321210], [1.392890, -1.049183, -0.082409], [0.796689, 0.063847, -0.258856], [-0.762541, -0.150162, 0.709112], [0.393274, 0.463897, -1.501662], [1.449510, -2.550255, 1.238104], [-1.206575, -2.073646, 1.002109], [-0.439447, -1.349071, 2.376442], [-1.196407, 1.197346, -0.569192], [-1.098884, 1.766374, -2.226368], [0.007341, 2.436629, -1.010942]],
  "forces_ev_per_angstrom": [[0.400, 0.323, 1.207], [-3.517, -3.950, 1.452], [-1.583, -0.492, -0.096], [0.991, -0.348, -2.303], [-1.445, 3.636, 1.072], [1.595, 1.625, -1.168], [0.391, -1.775, -0.525], [0.224, -1.032, -0.015], [0.888, 0.336, 0.326], [0.537, 0.586, -0.344], [-0.044, 0.690, -0.094], [0.901, -0.479, 0.096], [0.661, 0.879, 0.394]],
  "lowdin_charge": [-0.0811, -0.3653, -0.0597, 0.0901, -0.0225, -0.1030, -0.0910, 0.1157, 0.1366, 0.1310, 0.0697, 0.1042, 0.0752]
}

***

The evaluated E for the records listed, in turn: -3034.9670, -377.6898 hartree.
The evaluated largest force on an atom for the records listed, in turn: 0.5, 5.5 eV/Å.